Entry 1:
C11H9N3O | ωB97M-V/def2-TZVPD

Properties
Energy relative to the best compared isomer or geometry (same formula, charge and spin), kcal/mol: 67.82
Spin multiplicity: 1
SMILES: O=C(Nc1ccccn1)c1ccccn1

Geometry as XYZ:
```
24
Properties=species:S:1:pos:R:3:forces:R:3
C 0.557 0.917 -0.546 -2.0 -1.5 0.2
C -1.823 -0.164 -0.154 -3.3 2.6 1.1
C -2.619 -1.171 -0.552 -1.7 -3.2 -2.2
C -4.039 -1.136 -0.320 2.0 -1.6 0.9
C -4.522 -0.214 0.548 -0.3 2.4 0.5
C -3.681 0.830 0.928 2.1 -2.0 -2.6
C 1.924 0.313 -0.199 1.5 -1.1 1.3
C 3.056 1.073 0.254 -0.3 0.5 -1.8
C 4.311 0.488 0.409 -3.6 -3.1 0.0
C 4.289 -0.901 0.415 1.3 -1.9 -0.2
C 3.110 -1.667 0.250 0.7 4.0 -0.8
H -0.074 -1.022 -0.492 -0.1 0.0 0.0
H -2.083 -1.948 -1.186 -1.3 0.6 0.8
H -4.723 -1.955 -0.487 0.3 -0.3 -0.9
H -5.549 -0.034 0.820 -0.4 -0.8 -0.1
H -4.084 1.665 1.418 0.0 1.2 0.8
H 3.154 2.150 0.219 -1.1 0.2 0.1
H 5.152 1.014 0.642 2.1 1.5 0.3
H 5.234 -1.514 0.446 -0.9 0.9 0.4
H 3.169 -2.692 0.436 -0.4 -1.6 -0.2
N -0.531 -0.117 -0.451 5.7 0.8 -0.7
N -2.411 0.848 0.481 -0.1 1.9 1.9
N 1.990 -1.053 -0.157 -0.3 0.5 0.6
O 0.386 2.048 -0.891 0.2 -0.2 0.4
```
Positions in Å, forces in eV/Å.

---

Entry 2:
C120H72O36 | ωB97M-V/def2-TZVPD

Properties
Spin multiplicity: 1
SMILES: O=C1c2ccccc2C(=O)c2ccccc21.O=C1c2ccccc2C(=O)c2ccccc21.O=C1c2ccccc2C(=O)c2ccccc21.O=C1c2ccccc2C(=O)c2ccccc21.O=C1c2ccccc2C(=O)c2ccccc21.O=C1c2ccccc2C(=O)c2ccccc21.O=C1C=C(O)C(=O)C=C1O.O=C1C=C(O)C(=O)C=C1O.O=C1C=C(O)C(=O)C=C1O.O=C1C=C(O)C(=O)C=C1O.O=C1C=C(O)C(=O)C=C1O.O=C1C=C(O)C(=O)C=C1O

Geometry as XYZ:
```
228
Properties=species:S:1:pos:R:3:forces:R:3
C 8.674 -2.379 -2.608 0.9 -1.4 -1.3
C 9.207 -3.676 -2.445 0.8 1.8 -0.9
C 9.043 -4.301 -1.269 0.1 -1.7 2.3
C 8.256 -3.780 -0.252 -2.2 0.6 0.1
C 7.507 -2.595 -0.497 1.1 -0.9 0.3
C 7.807 -1.929 -1.667 -1.5 2.5 0.0
C 6.473 -2.032 0.441 1.8 -2.9 0.9
O 5.704 -1.195 0.089 -1.2 1.6 -0.5
C 6.378 -2.720 1.800 0.6 -0.9 -1.9
C 5.363 -2.347 2.624 -0.3 0.7 0.6
C 5.165 -2.908 3.907 0.5 1.2 -1.7
C 5.942 -3.995 4.194 0.5 -0.3 0.0
C 6.809 -4.560 3.214 -0.3 1.1 1.0
C 7.137 -3.905 2.033 -1.8 0.0 0.6
C 7.995 -4.549 0.999 2.0 0.1 0.7
O 8.629 -5.560 1.264 -0.8 0.3 -0.3
H 8.922 -1.808 -3.515 -0.4 -0.3 0.6
H 9.916 -4.109 -3.128 -0.1 0.1 -0.5
H 9.562 -5.233 -1.016 -0.2 0.3 -0.3
H 7.307 -0.952 -1.826 0.4 -0.7 0.1
H 4.776 -1.536 2.215 -0.3 0.2 0.5
H 4.504 -2.363 4.558 -0.2 -0.5 0.4
H 5.939 -4.382 5.211 -0.1 -0.3 -0.3
H 7.237 -5.471 3.532 0.8 -0.9 -0.3
C -2.620 3.086 11.886 -0.6 -1.2 -0.5
C -1.757 1.949 12.104 -0.6 1.6 0.7
C -1.345 1.233 11.025 0.8 -0.7 -2.5
C -1.746 1.597 9.694 -0.3 -0.8 0.8
C -2.584 2.678 9.471 -0.2 1.0 0.8
C -3.066 3.389 10.583 0.4 0.4 1.7
C -2.957 3.213 8.122 0.1 -1.7 -1.1
O -3.574 4.236 7.988 0.0 0.3 -0.1
C -2.593 2.293 6.939 -0.4 0.4 -0.3
C -2.992 2.619 5.605 1.6 -1.9 2.5
C -2.696 1.728 4.592 -0.1 1.0 -1.3
C -1.895 0.644 4.815 0.6 -1.3 2.1
C -1.539 0.285 6.121 -0.5 0.7 -0.2
C -1.910 1.085 7.185 -0.4 0.9 0.2
C -1.435 0.680 8.554 0.6 0.4 -0.4
O -0.768 -0.329 8.661 -0.2 0.1 0.5
H -3.109 3.636 12.717 0.8 -0.4 -0.5
H -1.391 1.687 13.112 -0.4 0.2 -0.6
H -0.615 0.392 11.017 -0.8 0.6 0.5
H -3.779 4.228 10.521 0.5 -0.6 -0.5
H -3.359 3.576 5.476 -1.3 1.6 -0.6
H -3.005 1.925 3.566 0.0 0.2 0.2
H -1.506 -0.028 4.096 -0.1 -0.2 -1.1
H -0.996 -0.594 6.394 0.4 -0.4 -0.3
C 8.363 1.209 -7.877 1.6 -1.7 0.4
C 7.975 2.504 -7.852 -2.2 0.2 1.5
C 6.852 2.836 -7.070 0.5 -0.9 0.4
C 6.311 1.871 -6.204 -2.6 1.2 -0.8
C 6.812 0.582 -6.129 1.2 0.0 -0.2
C 7.870 0.259 -6.963 0.6 0.2 -0.6
C 6.294 -0.440 -5.196 -1.0 -0.9 -0.2
O 6.925 -1.451 -4.929 -0.5 0.8 0.0
C 4.868 -0.215 -4.743 -0.5 0.6 0.9
C 4.148 -1.174 -4.029 1.0 -2.0 -0.2
C 2.869 -1.056 -3.515 0.3 -0.3 0.0
C 2.241 0.128 -3.748 0.2 0.8 -0.6
C 2.936 1.139 -4.411 -1.3 1.8 0.5
C 4.205 1.041 -4.894 1.5 -1.1 -0.8
C 4.862 2.176 -5.656 2.6 -2.2 1.0
O 4.371 3.240 -5.803 -1.1 1.8 -0.3
H 9.223 0.959 -8.516 -0.5 -0.2 0.3
H 8.510 3.221 -8.382 0.5 1.2 -1.1
H 6.377 3.796 -7.123 0.0 0.3 0.1
H 8.378 -0.699 -6.884 -0.4 0.0 -0.1
H 4.521 -2.196 -3.920 0.7 0.5 0.0
H 2.443 -1.895 -2.946 0.0 0.5 -0.4
H 1.241 0.338 -3.463 -0.7 0.0 0.3
H 2.472 2.140 -4.438 0.0 -0.6 -0.3
C -8.176 1.711 -5.305 -0.2 1.6 -0.2
C -8.560 1.724 -3.961 1.4 -1.0 -1.9
C -7.803 1.003 -3.078 -0.7 0.2 1.7
C -6.641 0.321 -3.413 0.1 -0.4 0.3
C -6.218 0.369 -4.729 0.3 -0.4 0.0
C -7.006 1.037 -5.663 0.1 0.6 -0.5
C -4.848 -0.202 -5.126 -2.0 1.2 0.7
O -4.418 0.119 -6.202 0.9 -0.5 -0.3
C -4.167 -1.032 -4.095 1.3 -0.4 -1.9
C -3.045 -1.776 -4.521 -1.1 1.4 -0.3
C -2.382 -2.552 -3.597 1.3 -1.1 -0.6
C -2.797 -2.746 -2.288 -2.5 1.8 -0.9
C -3.964 -2.031 -1.966 0.8 -0.1 1.3
C -4.601 -1.147 -2.800 -0.9 0.2 -0.4
C -5.890 -0.496 -2.374 0.8 0.6 -2.7
O -6.356 -0.681 -1.308 -1.0 -0.4 2.8
H -8.744 2.483 -5.931 1.1 -1.7 0.2
H -9.407 2.283 -3.716 -1.1 0.6 0.8
H -8.181 1.070 -2.063 0.5 -0.5 0.3
H -6.577 1.120 -6.650 -0.2 0.0 -0.3
H -2.799 -1.652 -5.599 0.2 -0.4 1.1
H -1.522 -3.087 -3.971 0.2 -0.2 0.1
H -2.443 -3.446 -1.579 0.8 -0.5 0.3
H -4.398 -2.064 -0.987 0.0 -0.4 0.6
C -4.214 -1.676 3.154 0.5 1.2 -1.2
C -4.828 -0.595 2.498 -0.3 -0.1 0.3
C -4.125 0.081 1.511 0.3 1.3 -1.1
C -2.791 -0.233 1.176 -0.1 -1.0 0.6
C -2.176 -1.299 1.853 -1.3 0.7 -0.4
C -2.917 -2.011 2.792 -0.3 -0.3 0.8
C -0.841 -1.704 1.460 0.5 -1.4 -0.5
O -0.385 -2.759 1.922 0.2 1.4 -0.6
C -0.104 -0.864 0.429 0.5 -0.7 0.5
C 1.273 -1.153 0.303 -0.5 0.0 0.4
C 2.134 -0.269 -0.292 -1.7 1.1 -1.3
C 1.516 0.859 -0.973 1.8 -1.2 0.9
C 0.173 1.078 -0.969 -0.9 -0.7 0.2
C -0.688 0.207 -0.257 1.2 -0.2 1.1
C -2.077 0.509 0.075 -2.3 1.2 0.1
O -2.739 1.398 -0.444 1.0 -0.2 -0.3
H -4.688 -2.208 3.945 -0.4 -0.3 0.4
H -5.850 -0.277 2.782 0.8 -0.2 -0.3
H -4.549 0.946 0.938 0.2 -1.0 0.7
H -2.506 -2.830 3.352 0.6 -0.3 -0.2
H 1.612 -2.083 0.736 0.2 0.1 0.2
H 3.186 -0.498 -0.324 0.2 0.3 -0.1
H 2.133 1.534 -1.548 0.1 0.1 0.2
H -0.187 1.907 -1.544 -0.4 0.3 -0.1
C 0.931 5.945 -7.474 0.7 0.6 -1.4
C 1.712 5.381 -6.497 1.2 -0.9 1.3
C 1.112 4.549 -5.519 0.5 0.0 0.0
C -0.221 4.149 -5.591 0.4 1.0 -0.6
C -0.978 4.667 -6.685 -0.5 0.3 1.4
C -0.402 5.557 -7.589 -1.2 0.4 -1.1
C -2.481 4.604 -6.618 -2.1 -0.2 -1.1
O -3.204 5.045 -7.532 1.6 -0.9 2.3
C -3.121 3.943 -5.331 0.9 0.7 -1.4
C -4.492 3.944 -5.090 -1.0 1.6 -0.9
C -5.075 3.400 -3.965 0.7 -1.2 0.4
C -4.293 2.714 -3.005 0.8 1.4 -2.0
C -2.912 2.718 -3.265 0.1 0.1 0.2
C -2.305 3.321 -4.394 -0.3 -0.6 1.2
C -0.797 3.338 -4.453 -0.7 0.8 -1.5
O -0.062 2.802 -3.659 0.0 -0.3 0.5
H 1.420 6.681 -8.182 -0.9 -1.0 0.7
H 2.847 5.488 -6.444 -1.8 0.3 0.0
H 1.714 4.270 -4.646 -0.3 -0.1 -0.5
H -1.086 5.947 -8.409 1.1 -0.4 1.2
H -5.191 4.539 -5.731 1.0 -0.8 0.1
H -6.151 3.409 -3.921 -0.2 0.2 0.3
H -4.756 2.304 -2.135 0.1 -0.3 0.5
H -2.215 2.306 -2.558 -0.1 -0.3 0.3
C 6.542 3.270 -2.876 -1.0 1.0 -1.3
C 5.689 4.307 -2.768 -0.9 0.3 -0.4
C 4.454 4.266 -1.847 -0.2 0.8 -0.8
O 3.555 5.045 -2.249 1.0 -1.4 1.3
C 4.439 3.351 -0.719 -0.6 0.0 -0.2
C 5.326 2.315 -0.738 -0.4 0.9 -0.6
C 6.402 2.254 -1.907 -0.5 -0.2 2.4
O 7.225 1.393 -1.810 0.8 -2.0 0.2
O 5.283 1.386 0.215 -0.2 1.6 -0.7
O 5.685 5.378 -3.553 1.3 -0.7 -0.4
H 7.191 3.044 -3.743 -0.1 0.6 0.8
H 3.632 3.435 0.033 0.5 -0.1 -0.5
H 5.849 0.640 0.025 0.6 -0.8 -0.4
H 4.836 5.825 -3.510 -0.7 0.1 0.4
C -0.994 4.548 -0.488 -1.5 1.4 -0.6
C 0.052 4.867 -1.243 -1.0 3.4 -1.3
C -0.014 6.124 -2.172 -1.5 0.0 -0.6
O 0.880 6.444 -2.920 0.9 -0.7 0.5
C -1.277 6.885 -2.268 0.7 -0.1 -0.7
C -2.320 6.516 -1.547 -0.7 0.8 -0.2
C -2.224 5.409 -0.609 1.0 -3.1 2.1
O -3.205 5.185 0.094 0.1 0.2 -0.2
O -3.532 7.079 -1.535 0.4 -0.1 -0.3
O 1.184 4.316 -1.195 3.0 -2.0 0.3
H -0.877 3.753 0.211 -0.5 -0.4 0.5
H -1.324 7.634 -3.056 0.1 0.0 0.4
H -3.992 6.537 -0.860 -0.4 0.1 0.1
H 1.943 4.730 -1.693 -0.5 0.2 -0.1
C -6.505 -4.032 0.674 3.0 -0.8 0.9
C -7.787 -3.921 0.629 -2.9 0.1 -0.9
C -8.518 -4.433 -0.564 2.2 -0.1 -1.2
O -9.663 -4.195 -0.793 -2.0 0.5 0.7
C -7.728 -5.127 -1.581 -2.0 -1.0 -1.2
C -6.467 -5.437 -1.420 2.1 -1.1 -0.9
C -5.745 -4.766 -0.327 0.7 1.0 0.4
O -4.538 -4.661 -0.335 0.3 -0.5 0.0
O -5.623 -6.206 -2.178 -0.7 0.7 0.5
O -8.537 -3.287 1.494 -0.5 0.8 1.4
H -5.861 -3.690 1.472 -0.3 0.4 0.1
H -8.354 -5.485 -2.417 0.5 0.2 0.4
H -5.946 -6.401 -3.064 -0.4 0.0 0.1
H -9.450 -3.200 1.178 0.1 -0.2 -0.3
C 0.637 3.845 5.184 -1.3 -0.2 1.3
C 1.293 3.411 4.163 2.0 -0.2 -4.8
C 1.300 4.271 2.880 2.1 -2.1 -0.6
O 2.032 3.897 1.947 -0.7 0.3 1.2
C 0.496 5.407 2.784 -0.3 1.8 -1.6
C -0.348 5.720 3.746 -1.1 0.6 -0.5
C -0.238 5.014 5.005 1.5 -1.8 1.5
O -0.799 5.445 5.966 -1.7 1.2 1.5
O -1.307 6.646 3.672 0.9 -0.1 -0.6
O 2.001 2.295 3.962 -0.3 -0.3 1.8
H 0.605 3.231 6.065 -0.3 0.3 0.6
H 0.587 5.995 1.879 -0.2 -0.1 -0.1
H -1.701 6.704 4.546 -0.3 0.1 0.7
H 2.531 2.350 3.156 -0.2 0.5 -0.4
C -4.170 -7.276 3.110 1.4 -0.3 -2.5
C -4.523 -7.256 4.361 -1.0 0.8 1.1
C -3.578 -7.552 5.417 1.9 -1.6 1.2
O -3.902 -7.362 6.577 -0.4 0.3 0.1
C -2.291 -8.160 5.095 0.5 0.3 0.2
C -1.873 -8.269 3.822 -1.3 0.7 1.5
C -2.834 -7.822 2.787 0.3 -0.9 -3.5
O -2.450 -8.074 1.620 -1.0 1.0 2.0
O -0.719 -8.729 3.426 0.4 -0.1 0.2
O -5.693 -6.863 4.812 -1.0 0.3 0.7
H -4.809 -6.953 2.294 0.1 -0.2 0.1
H -1.649 -8.395 5.927 0.0 -0.2 0.2
H -0.674 -8.537 2.478 0.2 -0.2 -0.7
H -5.610 -6.877 5.802 -0.1 0.0 -0.6
C 2.854 -7.234 3.678 0.8 0.9 0.9
C 3.148 -6.400 4.686 0.1 0.8 -0.2
C 2.503 -4.997 4.735 1.6 0.2 1.2
O 2.895 -4.142 5.539 0.0 -1.4 -0.3
C 1.517 -4.680 3.775 -0.7 0.3 -1.0
C 1.135 -5.539 2.807 1.2 -1.2 1.3
C 1.856 -6.879 2.686 -0.4 -0.1 0.8
O 1.522 -7.661 1.843 -0.4 -0.5 -1.2
O 0.113 -5.383 2.016 0.0 0.1 -0.3
O 4.131 -6.723 5.556 -0.4 0.5 0.0
H 3.511 -8.086 3.602 -0.4 -0.4 -0.4
H 1.107 -3.681 3.837 -0.2 0.0 0.1
H -0.158 -4.484 2.242 -1.0 0.6 -0.7
H 4.375 -5.959 6.108 -0.5 0.0 -0.2
```
Positions in Å, forces in eV/Å.

---

Entry 3:
C12H10AsCuO6S2 | ωB97M-V/def2-TZVPD

Properties
Spin multiplicity: 1
Total charge: -2

Geometry as XYZ:
```
32
Properties=species:S:1:pos:R:3:forces:R:3
Cu 0.476 0.177 -0.023 0.5 -0.2 0.3
O -2.880 0.822 -1.862 -0.1 -0.1 -0.2
As -1.264 0.301 -2.297 -0.2 0.1 0.0
O -1.230 -0.091 -3.890 -0.1 -0.1 0.1
O -0.734 -0.861 -1.204 -0.1 0.4 -0.1
C -0.138 1.912 -2.097 -0.1 -0.2 -0.2
C 0.823 1.976 -3.104 0.1 0.1 0.0
C 1.763 2.998 -3.136 -0.1 -0.1 -0.1
C 1.736 3.981 -2.166 0.0 0.1 0.1
C 0.769 3.944 -1.170 0.0 0.0 0.0
C -0.164 2.918 -1.129 0.0 0.1 0.1
S -1.316 2.908 0.254 0.0 0.0 -0.1
O -0.909 3.991 1.124 0.0 0.1 0.0
O -2.649 3.086 -0.325 0.0 0.0 -0.1
O -1.149 1.575 0.833 0.1 -0.1 0.1
H -2.862 1.588 -1.248 0.0 0.0 0.0
H 0.812 1.205 -3.865 0.0 0.0 0.0
H 2.518 3.014 -3.913 0.0 0.0 0.0
H 2.475 4.776 -2.167 0.0 0.0 0.0
H 0.742 4.691 -0.390 0.0 0.0 0.0
S 2.642 0.370 0.489 -0.1 -0.2 -0.1
C 2.907 1.292 1.952 -0.2 0.1 -0.1
C 1.880 1.997 2.592 -0.1 0.0 0.0
C 2.128 2.743 3.730 0.0 0.0 0.1
C 3.404 2.814 4.279 0.0 0.0 0.0
C 4.432 2.116 3.655 0.0 0.1 0.1
C 4.187 1.369 2.516 0.1 0.0 -0.1
H 0.876 1.956 2.185 0.0 0.0 0.0
H 1.307 3.281 4.189 0.0 0.0 0.0
H 3.592 3.401 5.170 0.0 0.0 0.0
H 5.439 2.152 4.060 0.0 0.0 0.0
H 4.995 0.829 2.038 0.0 0.0 0.0
```
Positions in Å, forces in eV/Å.

---

Entry 4:
C12H10BCl3N2O | ωB97M-V/def2-TZVPD

Properties
Energy relative to the best compared isomer or geometry (same formula, charge and spin), kcal/mol: 0.00
Spin multiplicity: 1

Geometry as XYZ:
```
29
Properties=species:S:1:pos:R:3:forces:R:3
Cl 3.408 -2.220 -1.616 -0.1 0.3 0.2
B 2.757 -0.518 -1.242 0.3 0.0 -0.8
Cl 4.049 0.520 -0.319 0.1 0.0 0.0
Cl 2.407 0.387 -2.920 0.1 -0.3 0.5
O 1.584 -0.626 -0.452 -0.3 -0.2 0.5
C 0.653 0.401 -0.405 0.2 -0.4 -1.8
C -0.690 -0.107 -0.940 0.2 0.5 -0.1
C -1.653 0.868 -1.221 -0.3 -0.5 0.3
C -2.929 0.487 -1.636 0.1 0.0 0.0
C -3.226 -0.869 -1.816 0.2 -0.1 0.2
C -2.226 -1.830 -1.621 0.0 0.1 -0.1
C -0.939 -1.453 -1.221 0.0 0.1 0.2
H 0.967 1.223 -1.078 -0.1 -0.2 0.3
H -1.373 1.918 -1.096 -0.3 -0.2 -0.1
H -3.684 1.249 -1.821 0.1 -0.2 0.0
H -4.231 -1.177 -2.113 0.3 0.1 0.0
H -2.431 -2.890 -1.788 0.0 0.3 0.0
H -0.126 -2.187 -1.134 -0.4 0.4 0.1
C 0.899 0.154 3.170 -0.4 -0.6 -0.2
C 1.938 1.088 2.873 0.1 0.2 -0.9
C 1.784 1.532 1.568 -0.3 -0.3 1.1
C 0.525 0.980 0.983 -0.2 -0.4 0.5
C 0.101 -0.012 2.054 -0.8 0.8 -0.4
N -1.123 -0.650 2.015 -3.7 -2.3 1.9
N -2.125 -1.196 2.189 5.3 2.8 -1.3
H 0.737 -0.396 4.096 0.2 0.3 -0.1
H 2.743 1.354 3.556 -0.3 -0.1 -0.3
H 2.442 2.189 1.001 -0.2 -0.2 0.3
H -0.239 1.781 0.934 0.3 -0.1 0.1
```
Positions in Å, forces in eV/Å.

---

Number 1: E -664.03156 Eh, LUMO energy -0.0772 eV. Number 2: E -7324.62016 Eh, LUMO energy -1.6893 eV. Number 3: E -5587.48871 Eh, LUMO energy 5.0945 eV. Number 4: E -2053.49393 Eh, LUMO energy -2.8393 eV.